1.
{
  "formula": "C8H24Be2N2O14",
  "method": "ωB97M-V/def2-TZVPD",
  "spin_multiplicity": 1,
  "lumo_ha": -0.4089,
  "charge": 2,
  "symbols": ["H", "C", "Be", "O", "O", "H", "H", "O", "O", "H", "N", "C", "H", "C", "H", "Be", "H", "O", "C", "H", "H", "H", "H", "H", "O", "O", "H", "H", "C", "H", "H", "O", "H", "H", "H", "O", "H", "H", "H", "O", "O", "O", "O", "C", "H", "H", "C", "C", "N", "O"],
  "positions_angstrom": [[0.4646, -4.0907, 2.3255], [-0.5478, 1.4233, 2.5732], [2.0552, 0.3187, -2.4522], [-2.2995, -0.3391, -2.1567], [2.2558, -2.0876, -1.9481], [-4.1826, 2.0785, -2.2197], [-2.0896, 1.7365, -1.5681], [1.9217, 0.0734, 0.1392], [1.4682, -2.2647, 2.8176], [-1.8338, 2.1913, -4.2107], [1.5220, -2.6719, -1.1333], [-0.7160, 2.2126, 1.2688], [4.6564, 1.9678, -1.4123], [-2.9246, 2.1646, -4.1045], [-1.7001, 2.6822, 1.1863], [-2.0286, -3.3078, -1.0903], [0.3288, 3.6970, 1.7967], [0.4327, -3.0697, -1.4920], [0.4321, -3.2291, 2.9993], [-3.2258, 2.8971, -4.8549], [-0.4737, -1.5533, 1.0785], [-0.0811, 2.1331, 3.2581], [0.2207, -0.2572, 3.3206], [3.1308, -0.3177, 1.6649], [-0.9898, -2.3491, 1.2493], [0.3635, 0.3176, 2.5639], [-1.5399, 1.0255, 2.7916], [1.7365, -2.4237, 1.9059], [-0.9877, -2.7030, 2.6277], [0.5869, -3.6857, 3.9764], [-3.7010, 3.6888, -2.7286], [-0.2707, -0.4504, -1.5813], [-0.7952, 1.6129, 0.3560], [-1.4823, -1.8923, 3.1635], [3.5160, 1.9641, 0.6210], [1.8224, -2.6761, 0.0412], [3.6923, -1.0217, 0.1704], [1.3271, 0.1547, 0.8981], [5.0404, 1.1149, 0.5191], [-3.4367, 0.9190, -4.3824], [3.9806, 1.3073, -1.2269], [0.3968, 3.0665, 1.0712], [-2.2727, 2.6531, -1.7946], [-3.3712, 2.6509, -2.6718], [-1.6310, -3.5796, 2.7165], [-3.0958, 0.2249, -3.8094], [3.9981, 1.0780, 0.1999], [3.2237, -0.1309, 0.5944], [-1.3969, -0.9973, -1.6703], [-1.4990, -2.2559, -1.3868]],
  "lowdin_charge": [0.12, -0.17, 1.31, 0.16, -0.01, 0.12, 0.02, -0.10, -0.06, 0.11, -0.53, -0.24, 0.12, -0.24, 0.13, 1.02, 0.10, 0.01, -0.19, 0.12, 0.06, 0.13, 0.09, 0.15, -0.10, -0.09, 0.13, 0.03, -0.19, 0.13, 0.12, 0.04, 0.09, 0.12, 0.14, 0.06, 0.13, 0.06, 0.15, -0.05, -0.06, -0.05, -0.09, -0.20, 0.12, 0.04, -0.17, -0.23, -0.30, -0.07]
}

2.
{
  "formula": "C8H24Cl2DyNOP2",
  "method": "ωB97M-V/def2-TZVPD",
  "spin_multiplicity": 6,
  "lumo_ha": [-0.2824, -0.2818],
  "charge": 2,
  "symbols": ["H", "Cl", "H", "H", "H", "H", "C", "H", "H", "H", "H", "H", "P", "C", "C", "H", "H", "Dy", "C", "Cl", "H", "P", "O", "H", "H", "H", "C", "H", "H", "C", "N", "C", "H", "H", "H", "H", "H", "H", "C"],
  "positions_angstrom": [[1.0069, -3.1023, 1.9374], [-1.2505, 0.4663, -3.7860], [1.8895, 3.4116, 0.1834], [0.8415, 0.9153, -5.7448], [1.1931, -4.5363, 0.8773], [1.3299, -3.6158, -2.0834], [0.5718, 0.0328, -3.8732], [0.6745, 3.4593, 1.4825], [0.0674, -0.5925, 1.7925], [-0.3880, -3.4482, -2.5331], [-1.4912, -0.1053, 1.5334], [0.7167, 4.7562, 0.2511], [0.0176, -2.7145, -0.2581], [1.2276, -3.4366, 0.9130], [0.2984, -3.7572, -1.7334], [2.2762, 0.0417, -5.1325], [0.8666, -0.8798, -5.7503], [-0.5511, -0.0593, -1.1783], [-1.5190, -3.4629, 0.4229], [-2.9953, -0.4496, -0.9855], [-0.2901, 1.0135, 1.7011], [-0.2809, 2.7032, -0.6308], [1.1213, -0.2111, -2.7766], [-1.5574, -3.3027, 1.5095], [-1.9404, 3.3553, 1.0337], [-2.3845, -2.9672, -0.0324], [1.1821, 0.0224, -5.2018], [2.2369, -3.1003, 0.6442], [0.9753, 3.4640, -2.5530], [0.8527, 3.6784, 0.4214], [-0.5111, 0.0968, 1.2991], [-1.8948, 3.3758, -0.0638], [0.1290, -4.8110, -1.4876], [-1.5380, -4.5395, 0.2060], [-0.7161, 3.1181, -2.9909], [-2.0206, 4.4083, -0.4151], [-0.3098, 4.6285, -2.1096], [-2.7047, 2.7470, -0.4544], [-0.0680, 3.5660, -2.2274]],
  "mulliken_spin": [0.00, 0.00, 0.00, 0.00, 0.00, 0.00, 0.01, 0.00, 0.00, 0.00, 0.00, 0.00, 0.02, 0.00, 0.00, 0.00, 0.00, 4.93, 0.00, 0.00, 0.00, 0.02, 0.02, 0.00, 0.00, 0.00, 0.00, 0.00, 0.00, 0.00, 0.00, 0.00, 0.00, 0.00, 0.00, 0.00, 0.00, 0.00, 0.00]
}

3.
{
  "formula": "C8H24IO6",
  "method": "ωB97M-V/def2-TZVPD",
  "spin_multiplicity": 1,
  "lumo_ha": 0.1136,
  "charge": -1,
  "symbols": ["C", "H", "O", "O", "H", "H", "H", "H", "H", "C", "H", "O", "H", "C", "O", "H", "H", "H", "H", "H", "H", "H", "H", "C", "O", "H", "H", "C", "H", "H", "I", "O", "H", "H", "C", "C", "C", "H", "H"],
  "positions_angstrom": [[0.7168, 2.5567, -1.6498], [0.5017, 4.1555, 3.4420], [-1.3014, -1.7917, 0.2561], [1.3104, 3.2189, 1.7300], [2.4218, -4.8454, -1.2226], [-1.8542, -0.5537, 2.6220], [-1.2894, 3.1057, 1.9858], [-1.1872, 2.9635, -0.6039], [0.7617, -4.3003, -4.2009], [-2.5346, -1.1726, 0.5345], [1.2180, 2.9576, -0.7688], [1.2085, -3.2778, -0.5185], [-0.5702, 1.5054, 2.3024], [-0.7220, 2.5089, 2.6999], [1.4203, 1.3882, -2.1557], [-1.2928, 2.3719, 3.6183], [2.8528, -3.7008, -3.4276], [1.5755, -2.5740, 0.0215], [-2.4627, 1.8610, -1.9397], [-0.6735, -1.1018, 0.4829], [1.6653, 2.3469, 1.5422], [1.7104, 0.9566, -1.3488], [0.7367, 3.3268, -2.4209], [-2.6573, -1.0278, 2.0577], [0.9312, -4.4144, -3.2629], [3.1425, -3.2591, -1.0045], [-3.5372, -0.3989, 2.1931], [0.5790, 3.1664, 2.9905], [-0.7821, 1.2743, -0.6602], [1.7831, -2.4572, -3.0565], [1.9169, -0.3469, 1.1698], [-1.5958, 2.0702, -2.2951], [-2.7701, -2.0375, 2.4523], [-3.3402, -1.7552, 0.0876], [-0.7048, 2.2057, -1.2212], [1.9407, -3.5176, -2.8596], [2.2505, -3.7773, -1.3565], [-2.5215, -0.1669, 0.1143], [1.1531, 2.5370, 3.6705]],
  "lowdin_charge": [-0.21, 0.10, -0.12, -0.16, 0.11, 0.06, 0.07, 0.11, 0.08, -0.32, 0.09, -0.14, 0.03, -0.12, -0.11, 0.07, 0.10, -0.13, 0.07, -0.06, -0.08, -0.05, 0.11, -0.09, -0.06, 0.11, 0.06, -0.31, 0.09, 0.12, 0.05, -0.08, 0.07, 0.11, -0.26, -0.25, -0.23, 0.09, 0.10]
}

4.
{
  "formula": "C8H24LiO4S3",
  "method": "ωB97M-V/def2-TZVPD",
  "spin_multiplicity": 1,
  "lumo_ha": -0.0749,
  "charge": 1,
  "symbols": ["H", "H", "S", "H", "H", "H", "H", "C", "H", "C", "C", "S", "H", "H", "H", "Li", "S", "H", "C", "O", "C", "H", "O", "C", "H", "H", "H", "H", "C", "O", "H", "H", "O", "H", "H", "H", "C", "H", "H", "H"],
  "positions_angstrom": [[1.2331, -1.7694, -3.4854], [1.2586, 4.1458, -1.2150], [2.3781, -2.4669, -1.5903], [-0.3364, -1.7409, 2.5315], [-2.5453, -1.1796, 2.2962], [1.0663, -4.1326, -0.9197], [-0.4133, -0.5606, 3.5686], [1.0772, -3.7924, -1.9477], [2.9836, -2.1571, -4.0733], [-1.9249, -1.7086, 1.4119], [2.2930, -1.7246, -3.2132], [0.2113, 2.0493, -1.5785], [0.4597, 3.8732, 0.2902], [-3.2180, -1.4120, -0.1707], [-0.8001, 3.8348, -2.3832], [0.6609, -0.2733, 0.4737], [0.9841, 1.3017, 2.3283], [-1.2112, 2.4459, 2.6278], [1.0233, 3.3502, -0.6214], [-0.5641, -1.4988, 1.6137], [0.3318, 0.2620, 3.6654], [-1.1282, 1.1891, 1.2190], [1.4131, 0.4528, 1.1508], [-1.2246, 2.9765, -1.7756], [-2.1265, -2.7391, 1.4804], [0.0151, -3.4085, -2.0623], [2.0457, 3.0615, -0.5020], [-2.0709, -0.1693, -0.0920], [-2.2448, -1.1953, 0.0302], [0.0236, 0.9503, -0.6415], [1.0995, -0.1590, 4.2440], [-0.5816, 2.5868, 1.0107], [1.6993, -1.4498, -0.6550], [-1.6884, -1.6532, -0.6859], [-1.6462, 3.0938, -0.7707], [-1.9004, 2.2069, -2.1553], [-0.6268, 1.8969, 1.8386], [2.5603, -0.7676, -3.1720], [1.4108, -4.6779, -2.5333], [0.0235, 0.9590, 4.4631]],
  "lowdin_charge": [0.05, 0.01, 0.93, 0.09, 0.17, 0.02, 0.06, -0.23, 0.12, -0.28, -0.27, 0.89, 0.13, 0.06, 0.11, 0.40, 1.01, 0.11, -0.25, -0.15, -0.24, 0.03, -0.62, -0.26, 0.10, 0.08, 0.06, 0.04, -0.04, -0.61, 0.04, -0.02, -0.61, 0.05, 0.06, 0.07, -0.25, -0.02, 0.07, 0.08]
}

> What is the formula in the first record?

C8H24Be2N2O14

> Which formula does entry 4 have?

C8H24LiO4S3